ORCA calculation (ωB97M-V with the def2-TZVPD basis set) on a structure of composition C21H24N4S2V.

total energy: -75453.35648 eV
HOMO energy (alpha / beta): -17.825 / -17.685 eV
gap between HOMO and LUMO (alpha / beta): 0.195 / 0.188 hartree
E_LUMO (alpha / beta): -12.51 / -12.58 eV
strongest force on any atom: 3.072 eV Å⁻¹
total charge: +3

Each line ends with the Mulliken charge.
CARTESIAN COORDINATES (ANGSTROEM)
1 V 12.53936 5.47600 5.81892  0.030
2 C 12.61827 4.66202 8.53114  -0.964
3 N 13.05254 5.91143 7.73114  0.981
4 C 12.28150 7.10136 8.25032  -0.665
5 C 10.76754 7.05822 7.96357  -1.092
6 N 10.54253 6.58101 6.57521  1.302
7 C 10.22041 7.75828 5.66164  -1.299
8 C 9.42926 5.65496 6.44824  -0.393
9 C 8.09727 6.09998 6.74782  -0.519
10 C 7.00389 5.51500 6.22402  -0.707
11 C 7.21088 4.32096 5.53531  -0.622
12 C 8.47146 3.76527 5.46713  -0.552
13 C 9.59289 4.41567 5.86311  0.939
14 S 11.19966 3.72406 5.42154  -0.232
15 C 14.48543 5.96446 7.37601  0.840
16 C 15.45416 5.68824 8.53042  -0.708
17 C 16.63550 6.21240 8.25869  -0.907
18 C 17.21296 6.83410 5.66420  0.105
19 C 16.15233 7.26720 4.61173  -0.808
20 C 14.93014 7.28532 5.14557  -0.133
21 S 13.49010 7.08650 4.25279  -0.190
22 H 12.82729 4.73868 9.62636  0.387
23 H 13.17284 3.77350 8.09687  0.243
24 H 11.55196 4.44821 8.33996  0.383
25 H 12.75314 8.01154 7.90344  0.502
26 H 12.42712 7.12564 9.34203  0.307
27 H 10.28242 8.03827 8.04437  0.515
28 H 10.25908 6.37882 8.69540  0.454
29 H 9.36238 8.29022 5.97954  0.453
30 H 10.13009 7.36003 4.64038  0.322
31 H 11.08632 8.46645 5.70101  0.414
32 H 7.92225 6.95593 7.36286  0.493
33 H 6.01007 5.95048 6.41184  0.428
34 H 6.32938 3.76809 5.09256  0.378
35 H 8.58115 2.83390 4.90537  0.407
36 H 15.17167 5.04603 9.39071  0.422
37 H 17.54518 5.88872 8.72558  0.451
38 H 18.15984 7.38799 5.57618  0.722
39 H 16.35050 7.19080 3.53531  0.464
40 N 18.90830 5.11473 5.34332  -0.273
41 C 17.59750 5.34702 5.49584  0.896
42 C 16.53789 7.12976 6.99952  -0.811
43 C 15.01316 7.27109 6.72323  -0.265
44 N 14.41176 4.90633 6.36220  0.267
45 C 15.35484 4.15094 5.73366  -0.610
46 C 16.74079 4.25314 5.52520  -0.967
47 H 19.58916 5.89730 5.40359  0.299
48 H 19.19030 4.25860 4.93481  0.265
49 H 16.87090 8.14965 7.30580  0.568
50 H 14.56382 8.16470 7.23412  0.698
51 H 14.89653 3.24888 5.26019  0.480
52 H 17.08280 3.31184 5.02628  0.302


ORCA calculation (ωB97M-V with the def2-TZVPD basis set) on the molecule C5H8O2S.

total energy: -20244.10962 eV
energy above the lowest of the compared OMol25 structures with the same formula, charge and spin: 18.9 kcal/mol
HOMO energy: -9.101 eV
gap between HOMO and LUMO: 0.344 hartree
E_LUMO: 0.27 eV
SMILES: OC(=S)C1(O)CCC1
strongest force on any atom: 0.807 eV Å⁻¹

Each line ends with the Mulliken charge.
CARTESIAN COORDINATES (ANGSTROEM)
1 O 2.05881 1.40699 0.31423  -0.483
2 C 1.49145 0.26826 -0.09288  0.021
3 S 2.33199 -1.12520 -0.25446  -0.275
4 C 0.00289 0.47098 -0.27074  1.254
5 O -0.28220 1.76612 -0.73755  -0.601
6 C -0.76693 -0.00579 1.00707  -0.937
7 C -1.14713 -1.29782 0.26751  -0.361
8 C -0.74356 -0.62327 -1.06872  -1.074
9 H 3.00898 1.26204 0.45051  0.364
10 H 0.25970 2.39020 -0.21366  0.333
11 H -1.63533 0.65585 1.16078  0.285
12 H -0.21385 -0.08834 1.93057  0.294
13 H -0.45418 -2.10267 0.49775  0.225
14 H -2.18987 -1.63367 0.35020  0.316
15 H -0.15056 -1.21033 -1.79102  0.317
16 H -1.57019 -0.13337 -1.54958  0.322


ORCA calculation (ωB97M-V with the def2-TZVPD basis set) on a structure of composition C34H55N4OP2SSr.

total energy: -74400.73966 eV
energy above the lowest of the compared OMol25 structures with the same formula, charge and spin: 19.6 kcal/mol
HOMO energy: -9.054 eV
gap between HOMO and LUMO: 0.230 hartree
E_LUMO: -2.79 eV
strongest force on any atom: 5.000 eV Å⁻¹
total charge: +1

Each line ends with the Mulliken charge.
CARTESIAN COORDINATES (ANGSTROEM)
1 C -2.16673 -1.95527 -1.17598  -0.471
2 C -0.05855 -1.66138 -2.20764  -1.659
3 C -2.59264 -2.84874 -2.17796  -1.096
4 C -0.40754 -2.51619 -3.27036  -0.878
5 C -1.67741 -3.12722 -3.21045  -1.099
6 H -3.59426 -3.26981 -2.09605  0.552
7 H 0.31373 -2.67342 -4.07996  0.582
8 H -1.96247 -3.81415 -4.00134  0.436
9 N -0.88415 -1.53733 -1.14154  1.698
10 P -2.92046 0.37623 0.44787  -0.665
11 P 2.19690 -0.67966 -0.59774  -1.045
12 C -3.09909 -1.44868 -0.04971  -0.528
13 H -4.16544 -1.54345 -0.31359  0.672
14 H -2.91403 -2.03556 0.87938  0.529
15 C 0.28017 2.05050 2.14971  -0.061
16 O 0.65516 2.99600 2.68050  -0.129
17 C 1.17189 -0.75553 -2.20331  1.010
18 H 1.89200 -1.03992 -2.98142  1.752
19 C 3.50196 0.70018 -0.67202  2.018
20 C 2.72775 -2.37387 -0.02929  2.169
21 C -3.48352 1.53008 -0.90724  1.997
22 C -3.63546 0.61787 2.18885  2.386
23 C 3.00599 2.03297 -0.02749  -1.700
24 H 3.03694 2.01461 1.07641  0.196
25 H 3.68672 2.84076 -0.36073  0.490
26 H 1.98590 2.31125 -0.35057  0.092
27 C 4.74804 0.24751 0.10883  -1.578
28 H 4.52201 0.18119 1.18493  0.238
29 H 5.08953 -0.73574 -0.24230  0.344
30 H 5.55254 0.99048 -0.03823  0.508
31 C 3.80850 0.93648 -2.15987  -1.673
32 H 4.83276 1.33168 -2.25694  0.573
33 H 3.74516 0.01539 -2.75538  0.165
34 H 3.09485 1.65709 -2.58819  0.350
35 C 3.31646 -2.29007 1.42643  -1.308
36 H 2.92973 -1.42228 1.99098  0.010
37 H 3.02094 -3.17212 2.02768  0.360
38 H 4.41817 -2.23106 1.41103  0.348
39 C 1.50756 -3.33230 0.00041  -1.890
40 H 0.63156 -2.90313 0.51198  0.030
41 H 1.20976 -3.63530 -1.01154  0.327
42 H 1.76985 -4.23396 0.57701  0.636
43 C 3.74926 -2.80690 -1.10353  -1.657
44 H 3.88262 -2.09206 -1.93774  0.364
45 H 4.73523 -2.97928 -0.64636  0.409
46 H 3.40190 -3.74007 -1.57505  0.363
47 C -3.30819 2.06631 2.69186  -1.844
48 H -3.26113 2.08564 3.80006  0.441
49 H -2.32032 2.43041 2.34360  0.217
50 H -4.07738 2.79025 2.37322  0.383
51 C -3.00783 -0.37567 3.19909  -2.161
52 H -2.97569 -1.40810 2.82575  0.417
53 H -1.97295 -0.10435 3.47121  0.270
54 H -3.60151 -0.37020 4.13256  0.618
55 C -5.14341 0.33434 2.04915  -1.580
56 H -5.49104 -0.24817 2.91719  0.355
57 H -5.71388 1.27226 1.98527  0.380
58 H -5.38911 -0.28732 1.17308  0.335
59 C -2.74299 1.19355 -2.23665  -1.610
60 H -3.48158 0.99342 -3.02947  0.342
61 H -2.06625 2.01237 -2.53197  0.373
62 H -2.09733 0.31154 -2.16488  -0.025
63 C -3.13182 2.98330 -0.48513  -1.791
64 H -2.07581 3.05837 -0.16398  0.215
65 H -3.24745 3.62817 -1.37346  0.531
66 H -3.78689 3.36411 0.31850  0.311
67 C -4.98896 1.30807 -1.08004  -1.658
68 H -5.19461 0.25408 -1.32548  0.408
69 H -5.56230 1.58024 -0.18232  0.274
70 H -5.32650 1.93515 -1.91982  0.523
71 Sr -0.18120 -0.03206 0.74670  1.595
72 N 0.23358 1.45348 -1.35606  -0.070
73 C 0.66254 0.81379 -2.34158  -0.155
74 C 0.79171 1.39120 -3.75716  0.208
75 C 0.78332 2.79372 -3.80827  -0.169
76 C 0.89197 0.64946 -4.94181  -0.215
77 C 0.90269 3.46838 -5.01473  -0.872
78 H 0.66336 3.31437 -2.85549  0.372
79 C 1.00041 1.31277 -6.16569  -0.892
80 H 0.86560 -0.44583 -4.88999  0.274
81 C 1.01102 2.72706 -6.20518  -0.514
82 H 0.91187 4.57248 -5.01900  0.377
83 H 1.07825 0.74455 -7.10274  0.408
84 H 1.10306 3.25071 -7.15755  0.395
85 C 0.22482 0.22555 6.07577  -1.100
86 N 0.56942 0.12937 4.66512  0.106
87 C 0.86601 -1.12785 4.14034  0.688
88 S -0.01072 -1.92522 2.88241  -0.354
89 N 1.85917 -1.85406 4.67887  -0.108
90 C 2.93549 -1.32412 5.50118  -1.085
91 H 0.97773 -0.26445 6.69876  0.419
92 H -0.77127 -0.19596 6.27879  0.295
93 H 0.19430 1.29224 6.31794  0.388
94 H -0.01098 0.67000 4.02027  -0.276
95 H 1.90958 -2.75451 4.19936  0.293
96 H 2.91126 -1.86247 6.44451  0.379
97 H 3.87909 -1.55979 5.01531  0.316
98 H 2.85304 -0.24639 5.67012  0.401


ORCA calculation (ωB97M-V with the def2-TZVPD basis set) on the molecule C2H5NS2.

total energy: -25312.64881 eV
energy above the lowest of the compared OMol25 structures with the same formula, charge and spin: 73.3 kcal/mol
HOMO energy: -9.119 eV
gap between HOMO and LUMO: 0.311 hartree
E_LUMO: -0.65 eV
SMILES: CN1S[C@@H]1S
strongest force on any atom: 4.456 eV Å⁻¹

Each line ends with the Mulliken charge.
CARTESIAN COORDINATES (ANGSTROEM)
1 C -0.94498 -0.14112 0.15299  -0.782
2 N 0.40035 -0.24706 0.66557  -0.386
3 S 1.56034 -1.89688 -0.01925  -0.115
4 C 1.43388 -0.05060 -0.35207  0.035
5 S 2.69013 1.13175 0.03062  -0.196
6 H -1.02464 -0.88200 -0.64757  0.291
7 H -1.53145 -0.21883 0.98461  0.309
8 H -0.83287 0.82055 -0.32884  0.354
9 H 1.05228 0.02116 -1.46883  0.334
10 H 2.26757 0.91335 1.25528  0.154